No. 1
Entry from the OMol25 dataset: one molecule with the formula C19H18F2N4O3S in a non-equilibrium geometry (ωB97M-V/def2-TZVPD).

ORCA input file:
```
! RIJCOSX wB97M-V def2-TZVPD def2/J DEFGRID3
* xyz 0 1
O 1.234 -0.028 -0.078
C 0.633 -0.010 0.993
N 1.296 0.162 2.157
C 2.735 0.268 2.221
C 3.366 -0.820 3.092
C 3.221 -2.229 2.505
N 1.847 -2.637 2.388
C 0.936 -2.736 3.404
C -0.244 -3.094 2.820
N -0.077 -3.219 1.479
C 1.175 -2.940 1.252
C -0.841 -0.160 1.095
C -1.550 0.324 2.195
C -2.920 0.182 2.281
C -3.612 -0.464 1.267
C -2.935 -0.945 0.166
C -1.554 -0.788 0.058
N -0.932 -1.267 -1.090
S -1.307 -0.519 -2.542
O -0.522 -1.148 -3.555
O -2.726 -0.457 -2.694
C -0.670 1.130 -2.216
C -1.444 2.005 -1.479
C -0.899 3.208 -1.061
C 0.414 3.504 -1.385
F 0.950 4.661 -0.963
C 1.181 2.617 -2.136
F 2.448 2.924 -2.444
C 0.638 1.415 -2.550
H 0.799 0.074 3.029
H 3.097 0.201 1.192
H 3.006 1.251 2.624
H 4.430 -0.603 3.199
H 2.917 -0.791 4.087
H 3.663 -2.260 1.506
H 3.757 -2.939 3.145
H 1.202 -2.570 4.428
H -1.198 -3.270 3.275
H 1.641 -2.951 0.287
H -1.036 0.857 2.981
H -3.448 0.572 3.138
H -4.682 -0.589 1.337
H -3.453 -1.434 -0.641
H 0.080 -1.291 -1.007
H -2.462 1.739 -1.246
H -1.469 3.916 -0.482
H 1.220 0.705 -3.115
*
```

The calculation puts the strongest force on any atom at 1.27 eV Å⁻¹. As for the calculated total energy: -48368.5682 eV. As for the structure (SMILES): O=C(NCCCn1ccnc1)c1ccccc1NS(=O)(=O)c1ccc(F)c(F)c1.

These are the Löwdin partial charges, in e, on atoms 1 to 8:
1 O 0.04
2 C -0.42
3 N 0.08
4 C -0.16
5 C -0.15
6 C -0.13
7 N -0.09
8 C -0.08

No. 2
Entry from the OMol25 dataset: C27H44BrCrNOP2S as an isolated structure in a non-equilibrium geometry (ωB97M-V/def2-TZVPD).

ORCA input file:
```
! RIJCOSX wB97M-V def2-TZVPD def2/J DEFGRID3
* xyz 2 5
C -0.361 6.336 -6.107
C -0.610 5.029 -6.659
C -0.884 5.047 -8.042
C -1.117 6.247 -8.728
N -0.988 7.455 -8.165
C -0.608 7.487 -6.884
C -0.685 3.789 -5.893
C -0.438 3.484 -4.656
C -0.907 2.876 -3.494
C -0.265 2.865 -2.243
C -0.807 2.173 -1.159
C -2.039 1.494 -1.254
C -2.786 1.623 -2.470
C -2.212 2.284 -3.606
Cr -1.058 1.726 -5.491
P 2.170 -1.000 -1.530
H -0.980 4.112 -8.587
H -0.028 6.511 -5.084
H -1.436 6.228 -9.770
H -0.519 8.500 -6.470
H -2.950 2.700 -4.328
H 0.669 3.431 -2.144
H -3.811 1.228 -2.513
H -0.249 2.175 -0.211
C 2.416 -2.597 -0.622
C 3.356 -3.646 -1.206
H 1.397 -3.004 -0.512
H 2.723 -2.310 0.396
H 3.415 -4.489 -0.505
H 2.999 -4.048 -2.163
H 4.372 -3.266 -1.355
C 2.618 -1.412 -3.266
C 3.238 -0.281 -4.082
H 1.673 -1.714 -3.737
H 3.272 -2.290 -3.250
H 3.031 -0.462 -5.146
H 2.846 0.713 -3.826
H 4.331 -0.243 -3.958
C 3.633 -0.008 -0.997
C 4.983 -0.699 -1.066
H 3.410 0.318 0.030
H 3.627 0.897 -1.620
H 5.772 0.045 -0.903
H 5.092 -1.465 -0.295
H 5.173 -1.160 -2.039
Br -2.551 0.278 0.028
P -2.204 -2.765 -3.904
C -0.409 -3.128 -3.728
C -0.073 -4.601 -3.925
H -0.086 -2.781 -2.729
H 0.097 -2.513 -4.486
H 0.999 -4.724 -4.101
H -0.341 -5.198 -3.048
H -0.604 -5.014 -4.788
C -2.750 -2.663 -2.140
C -4.147 -3.229 -1.891
H -2.726 -1.607 -1.847
H -2.019 -3.223 -1.536
H -4.326 -3.322 -0.808
H -4.913 -2.576 -2.322
H -4.243 -4.223 -2.343
C -2.331 -1.058 -4.562
C -2.846 -1.198 -6.004
H -1.337 -0.555 -4.451
H -3.075 -0.527 -3.949
H -3.254 -0.247 -6.375
H -2.039 -1.516 -6.677
H -3.629 -1.977 -6.041
C -0.604 0.697 3.040
S 0.940 0.720 2.146
C 2.112 0.211 3.422
O 0.911 -0.388 1.127
H -0.432 0.212 4.010
H -1.372 0.181 2.454
H -0.884 1.746 3.231
H 1.580 0.127 4.378
H 2.561 -0.748 3.124
H 2.872 1.006 3.511
*
```

The calculation puts the strongest force on any atom at 3.45 eV Å⁻¹. As for the calculated total energy: -160105.1450 eV. The value obtained for the energy relative to the best compared isomer or geometry (same formula, charge and spin) is 4.0628 eV.

These are the Löwdin partial charges, in e, on atoms 1 to 8:
1 C 0.01
2 C -0.22
3 C -0.02
4 C -0.11
5 N 0.08
6 C -0.12
7 C -0.06
8 C -0.08

No. 3
Entry from the OMol25 dataset: C14H9AlBrN4S3 as an isolated structure (ωB97M-V/def2-TZVPD).

ORCA input file:
```
! RIJCOSX wB97M-V def2-TZVPD def2/J DEFGRID3
* xyz 1 1
Al -0.253 -0.513 -0.124
S 0.197 0.807 1.577
C 1.512 1.234 0.483
S 1.539 0.370 -1.073
C 2.447 2.165 0.778
C 2.415 2.869 2.021
N 2.390 3.431 3.022
C 3.476 2.463 -0.171
N 4.277 2.708 -0.957
S -2.182 -0.402 -1.324
C -1.432 -0.659 -2.895
N -0.837 0.408 -3.476
C -0.265 0.395 -4.690
C -0.282 -0.762 -5.430
C -0.895 -1.885 -4.882
C -1.467 -1.838 -3.622
H -0.790 1.259 -2.924
H 0.185 1.322 -5.012
H 0.172 -0.780 -6.408
H -0.929 -2.806 -5.448
H -1.953 -2.702 -3.193
Br 0.845 -6.772 1.509
C 0.511 -5.009 1.007
C -0.731 -4.433 1.263
C -0.936 -3.129 0.881
N 0.017 -2.395 0.281
C 1.217 -2.955 0.042
C 1.501 -4.259 0.385
H -1.518 -4.987 1.751
H -1.892 -2.650 1.057
H 1.958 -2.315 -0.419
H 2.478 -4.671 0.180
*
```

The calculation puts the strongest force on any atom at 0.23 eV Å⁻¹. As for the calculated total energy: -129766.5431 eV.

These are the Löwdin partial charges, in e, on atoms 1 to 8:
1 Al -0.38
2 S 0.77
3 C -0.95
4 S 0.74
5 C -0.35
6 C -0.22
7 N 0.19
8 C -0.23

No. 4
Entry from the OMol25 dataset: a 14-piece molecular cluster, C84H56O56 overall in a non-equilibrium geometry (ωB97M-V/def2-TZVPD).

ORCA input file:
```
! RIJCOSX wB97M-V def2-TZVPD def2/J DEFGRID3
* xyz 0 1
C 1.326 -5.373 -4.561
C 1.340 -4.984 -3.268
C 1.112 -3.575 -2.764
O 1.386 -3.326 -1.595
C 0.730 -2.627 -3.762
C 0.770 -2.930 -5.048
C 1.224 -4.312 -5.555
O 1.614 -4.369 -6.720
O 0.743 -2.019 -6.024
O 1.819 -5.865 -2.378
H 1.593 -6.339 -4.876
H 0.472 -1.619 -3.510
H 1.137 -2.551 -6.776
H 1.665 -5.512 -1.458
C 0.050 1.487 -5.012
C -0.768 1.670 -6.068
C -0.470 1.484 -7.535
O -1.380 1.780 -8.306
C 0.812 0.864 -7.834
C 1.648 0.717 -6.803
C 1.370 1.010 -5.307
O 2.239 0.766 -4.517
O 2.879 0.213 -6.904
O -2.051 2.052 -5.855
H -0.233 1.671 -3.935
H 1.169 0.460 -8.764
H 3.177 0.218 -5.977
H -2.423 1.964 -6.791
C 4.653 -3.900 -2.573
C 5.422 -4.180 -1.490
C 5.776 -3.103 -0.396
O 6.429 -3.351 0.592
C 5.315 -1.716 -0.751
C 4.639 -1.512 -1.885
C 4.337 -2.537 -2.903
O 3.833 -2.154 -3.931
O 4.300 -0.254 -2.166
O 6.089 -5.331 -1.364
H 4.548 -4.656 -3.357
H 5.525 -0.896 -0.086
H 3.566 -0.255 -2.828
H 6.797 -5.128 -0.765
C -0.206 6.159 3.266
C -1.026 6.446 2.230
C -0.872 5.869 0.819
O -1.710 6.299 0.027
C 0.166 4.908 0.570
C 0.949 4.527 1.635
C 0.776 5.121 3.131
O 1.449 4.665 4.002
O 1.892 3.580 1.520
O -2.034 7.282 2.338
H -0.420 6.590 4.241
H 0.208 4.448 -0.396
H 2.255 3.267 2.388
H -2.329 7.437 1.377
C -5.052 1.900 -3.163
C -3.784 1.518 -3.149
C -3.195 0.294 -3.865
O -2.025 -0.050 -3.578
C -4.036 -0.397 -4.731
C -5.262 0.171 -4.922
C -5.929 1.202 -4.092
O -7.087 1.362 -4.237
O -6.098 -0.231 -5.820
O -2.868 2.118 -2.394
H -5.288 2.839 -2.637
H -3.667 -1.261 -5.311
H -6.938 0.222 -5.609
H -1.999 1.672 -2.541
C 4.088 -5.231 2.600
C 3.048 -5.083 1.761
C 1.850 -6.095 1.543
O 1.104 -5.783 0.638
C 1.886 -7.269 2.334
C 2.785 -7.295 3.311
C 3.973 -6.348 3.516
O 4.644 -6.512 4.494
O 2.775 -8.288 4.208
O 2.977 -4.134 0.853
H 4.952 -4.601 2.611
H 1.218 -8.140 2.269
H 3.556 -8.157 4.805
H 2.228 -4.305 0.243
C 1.590 -1.416 1.414
C 0.623 -1.982 2.171
C -0.774 -1.458 2.251
O -1.416 -1.882 3.184
C -1.218 -0.536 1.206
C -0.238 0.189 0.651
C 1.233 -0.211 0.723
O 1.881 0.605 0.092
O -0.626 1.201 -0.134
O 0.792 -3.081 2.986
H 2.541 -1.936 1.325
H -2.254 -0.189 0.993
H 0.238 1.610 -0.410
H -0.139 -3.107 3.366
C -1.623 3.025 4.899
C -2.740 3.730 5.172
C -4.107 3.106 5.411
O -5.004 3.892 5.664
C -4.212 1.673 5.183
C -3.086 0.961 4.949
C -1.734 1.568 4.743
O -0.834 0.839 4.374
O -3.150 -0.354 4.892
O -2.767 5.047 5.235
H -0.695 3.596 4.672
H -5.152 1.118 5.209
H -2.279 -0.700 4.563
H -3.659 5.410 5.457
C -4.520 -2.289 0.345
C -4.110 -3.224 1.234
C -2.718 -3.858 1.101
O -2.413 -4.649 2.004
C -1.794 -3.490 0.082
C -2.280 -2.659 -0.867
C -3.657 -1.974 -0.802
O -3.948 -1.148 -1.617
O -1.660 -2.387 -1.990
O -4.690 -3.609 2.340
H -5.464 -1.754 0.221
H -0.813 -4.109 0.087
H -2.105 -1.708 -2.493
H -4.070 -4.033 2.914
C -4.088 4.569 2.630
C -3.767 3.348 2.168
C -4.769 2.257 1.959
O -4.355 1.213 1.474
C -6.172 2.473 2.465
C -6.513 3.717 2.929
C -5.503 4.827 3.053
O -5.800 5.887 3.484
O -7.687 3.875 3.491
O -2.566 3.037 1.685
H -3.387 5.372 2.796
H -6.896 1.673 2.519
H -7.842 4.801 3.735
H -2.539 2.125 1.365
C 1.392 -4.268 6.390
C 1.262 -3.050 7.012
C -0.045 -2.286 7.247
O 0.030 -1.131 7.509
C -1.335 -3.022 6.899
C -1.131 -4.257 6.345
C 0.160 -4.893 5.956
O 0.019 -5.958 5.311
O -2.170 -4.896 5.889
O 2.300 -2.302 7.236
H 2.347 -4.615 6.088
H -2.287 -2.737 7.181
H -1.879 -5.771 5.570
H 1.987 -1.409 7.361
C 3.782 -1.728 4.342
C 2.987 -0.654 3.986
C 3.412 0.443 3.009
O 2.646 1.397 2.968
C 4.786 0.410 2.481
C 5.496 -0.724 2.744
C 5.036 -1.852 3.645
O 5.806 -2.803 3.687
O 6.703 -0.855 2.267
O 1.756 -0.557 4.388
H 3.412 -2.474 5.032
H 5.115 1.247 1.840
H 7.024 -1.771 2.369
H 1.321 0.213 3.991
C -3.874 5.157 -4.285
C -2.944 5.155 -3.288
C -1.436 4.785 -3.625
O -0.746 4.496 -2.634
C -1.025 4.783 -4.967
C -2.000 4.714 -5.936
C -3.458 4.960 -5.653
O -4.185 5.079 -6.654
O -1.781 4.400 -7.214
O -3.192 5.451 -2.047
H -4.842 5.547 -4.115
H 0.083 4.640 -5.114
H -2.689 4.530 -7.709
H -2.362 5.258 -1.527
C 4.433 3.108 -4.039
C 5.459 2.758 -3.231
C 5.277 2.412 -1.766
O 6.264 2.170 -1.117
C 3.859 2.467 -1.314
C 2.813 2.868 -2.084
C 3.125 3.287 -3.482
O 2.178 3.703 -4.138
O 1.540 3.039 -1.628
O 6.756 2.544 -3.635
H 4.708 3.443 -4.991
H 3.658 2.289 -0.250
H 1.073 3.371 -2.443
H 7.187 2.184 -2.892
*
```

The calculation puts the strongest force on any atom at 4.86 eV Å⁻¹. As for the calculated total energy: -202667.6048 eV. The value obtained for the energy relative to the best compared isomer or geometry (same formula, charge and spin) is 0.0000 eV.

These are the Löwdin partial charges, in e, on atoms 1 to 8:
1 C 0.08
2 C -0.20
3 C -0.31
4 O 0.09
5 C 0.04
6 C -0.21
7 C -0.27
8 O 0.10

No. 5
Entry from the OMol25 dataset: C14H5F3N3S3V as an isolated structure in a non-equilibrium geometry (ωB97M-V/def2-TZVPD).

ORCA input file:
```
! RIJCOSX wB97M-V def2-TZVPD def2/J DEFGRID3
* xyz -1 4
V -0.188 0.623 -0.847
F 2.485 4.957 0.328
C 3.100 4.412 -0.758
F 4.376 4.904 -0.769
F 2.460 4.967 -1.832
C 3.099 2.932 -0.765
C 4.282 2.201 -0.722
C 4.232 0.798 -0.715
C 2.986 0.193 -0.701
N 1.840 0.895 -0.779
C 1.843 2.249 -0.786
S 0.236 2.963 -0.820
H 5.231 2.717 -0.694
H 5.133 0.183 -0.742
H 2.842 -0.871 -0.665
S -2.455 0.675 -0.805
C -2.637 -0.906 -0.064
C -3.866 -1.183 0.561
C -4.084 -2.390 1.220
C -5.365 -2.610 1.827
N -6.392 -2.802 2.325
C -3.107 -3.387 1.207
C -1.886 -3.117 0.600
C -1.605 -1.908 -0.042
S -0.042 -1.751 -0.796
C -3.303 -4.678 1.781
N -3.448 -5.723 2.261
H -4.644 -0.445 0.565
H -1.127 -3.895 0.629
*
```

The calculation puts the strongest force on any atom at 1.59 eV Å⁻¹. As for the calculated total energy: -85419.6077 eV. The value obtained for the energy relative to the best compared isomer or geometry (same formula, charge and spin) is 0.0000 eV.

These are the Löwdin partial charges, in e, on atoms 1 to 8:
1 V 0.16
2 F 0.11
3 C -0.56
4 F 0.10
5 F 0.10
6 C -0.12
7 C 0.00
8 C -0.06

No. 6
Entry from the OMol25 dataset: C20H31InN5O6S as an isolated structure (ωB97M-V/def2-TZVPD).

ORCA input file:
```
! RIJCOSX wB97M-V def2-TZVPD def2/J DEFGRID3
* xyz 0 2
In 0.993 0.076 0.075
O 0.056 -0.072 2.157
N -1.192 -0.509 2.144
C -1.577 -1.314 3.158
C -2.851 -1.800 3.242
C -3.762 -1.455 2.242
C -3.353 -0.649 1.211
C -2.041 -0.155 1.139
S -1.499 0.843 -0.149
H -0.796 -1.518 3.874
H -3.121 -2.438 4.070
H -4.777 -1.825 2.273
H -4.026 -0.372 0.413
C 2.030 -2.957 2.442
C 2.567 -2.807 1.029
C 3.704 -3.768 0.744
O 3.050 -1.444 0.940
C 1.390 -3.006 0.038
O 1.305 -4.053 -0.588
O 0.540 -2.042 -0.017
H 2.845 -2.873 3.163
H 1.549 -3.929 2.558
H 1.301 -2.170 2.633
H 4.516 -3.599 1.453
H 4.078 -3.636 -0.274
H 3.356 -4.795 0.824
H 3.632 -1.391 0.172
N 0.649 3.706 -1.526
C 1.392 4.723 -0.787
C 2.008 4.141 0.483
C 3.087 3.107 0.184
C 3.447 2.195 1.347
N 2.290 1.418 1.801
H 0.370 4.052 -2.438
H -0.192 3.438 -1.026
H 0.778 5.593 -0.520
H 2.193 5.087 -1.437
H 1.198 3.712 1.084
H 2.428 4.958 1.078
H 3.999 3.623 -0.131
H 2.754 2.492 -0.656
H 3.890 2.770 2.169
H 4.207 1.484 1.014
H 1.606 1.992 2.280
H 2.562 0.678 2.439
O 2.063 3.884 -7.083
C 0.963 3.114 -7.490
N 0.832 1.873 -6.754
C 0.577 1.938 -5.420
O 0.393 3.012 -4.861
C 0.519 0.647 -4.676
C 0.239 -0.583 -5.259
C 0.177 -1.708 -4.454
C 0.389 -1.569 -3.089
N 0.663 -0.388 -2.532
C 0.729 0.689 -3.305
H 1.870 4.175 -6.182
H 1.109 2.871 -8.540
H 0.032 3.670 -7.371
H 1.278 1.047 -7.117
H 0.036 -0.662 -6.321
H -0.053 -2.680 -4.866
H 0.326 -2.414 -2.413
H 0.943 1.630 -2.808
*
```

The calculation puts the strongest force on any atom at 0.13 eV Å⁻¹. As for the calculated total energy: -56988.3716 eV. The value obtained for the energy relative to the best compared isomer or geometry (same formula, charge and spin) is 0.0000 eV.

These are the Löwdin partial charges, in e, on atoms 1 to 8:
1 In 0.75
2 O -0.25
3 N -0.20
4 C -0.02
5 C -0.05
6 C -0.07
7 C -0.08
8 C -0.65

No. 7
Entry from the OMol25 dataset: one molecule with the formula C5H8 in a non-equilibrium geometry (ωB97M-V/def2-TZVPD).

ORCA input file:
```
! RIJCOSX wB97M-V def2-TZVPD def2/J DEFGRID3
* xyz 0 1
C -0.400 0.996 -0.851
C 0.917 0.835 -0.711
C 1.172 -0.310 0.238
C -0.197 -0.665 0.847
C -1.235 -0.127 -0.123
H -1.144 1.623 -1.250
H 1.784 1.322 -1.180
H 1.620 -1.156 -0.289
H 1.864 0.028 1.011
H -0.310 -1.729 1.071
H -0.305 -0.102 1.781
H -1.582 -0.840 -0.893
H -2.177 0.104 0.434
*
```

The calculation puts the strongest force on any atom at 2.53 eV Å⁻¹. As for the calculated total energy: -5313.5563 eV. The value obtained for the energy relative to the best compared isomer or geometry (same formula, charge and spin) is 0.6106 eV. As for the structure (SMILES): C1=CCCC1.

These are the Löwdin partial charges, in e, on atoms 1 to 8:
1 C -0.08
2 C -0.10
3 C -0.21
4 C -0.22
5 C -0.20
6 H 0.07
7 H 0.10
8 H 0.11